# C53H53IIrN3O2P

A molecular structure, C53H53IIrN3O2P (ωB97M-V/def2-TZVPD, the Open Molecules 2025 dataset).

```
114
Properties=species:S:1:pos:R:3:forces:R:3
Ir -0.221 0.813 -0.165 -0.26 -0.16 -0.33
C -3.429 0.398 2.244 0.04 0.02 -0.01
C -3.025 0.387 3.708 -0.02 -0.07 0.06
C -3.831 1.400 4.534 0.03 0.06 -0.04
C -1.542 0.483 4.011 0.00 -0.03 0.15
C -1.150 -0.084 5.205 -0.03 0.09 -0.08
C 0.185 -0.174 5.588 -0.02 0.00 -0.03
C 1.198 0.293 4.753 0.05 0.04 -0.17
C 0.896 0.848 3.536 0.27 -0.12 0.08
C 1.925 1.607 2.727 0.07 -0.06 -0.01
C 3.369 1.174 2.952 -0.08 0.07 0.04
C 1.805 3.104 3.062 -0.05 0.02 -0.03
C -0.496 0.959 3.137 -0.05 -0.11 0.04
N -0.670 1.591 1.951 -0.20 0.01 -0.04
C -1.287 2.833 1.940 -0.12 0.05 -0.06
O -1.979 3.300 2.811 -0.06 0.01 0.00
C -0.773 3.676 0.804 -0.08 0.10 0.01
C -0.941 5.048 0.780 0.04 -0.07 0.00
C -0.255 5.775 -0.187 0.00 -0.03 0.02
C 0.580 5.115 -1.074 0.01 -0.04 0.01
C 0.663 3.731 -0.996 0.06 0.08 0.02
N -0.011 3.044 -0.086 -0.07 -0.09 -0.06
C 1.517 2.937 -1.944 -0.17 -0.02 0.08
O 2.254 3.501 -2.724 0.18 0.11 -0.05
N 1.243 1.594 -1.923 -0.06 -0.05 -0.07
C 1.880 0.800 -2.828 0.06 0.09 0.05
C 1.109 0.262 -3.933 -0.10 -0.06 -0.15
C 1.711 -0.618 -4.801 -0.12 0.01 0.10
C 3.053 -0.941 -4.645 -0.03 -0.02 0.00
C 3.830 -0.351 -3.638 0.02 0.11 0.18
C 3.293 0.538 -2.741 0.17 -0.10 -0.04
C 4.105 1.103 -1.602 0.00 0.03 -0.02
C 5.602 1.158 -1.897 -0.03 0.02 0.02
C 3.847 0.291 -0.329 0.05 0.08 0.00
C -0.191 0.937 -4.269 -0.03 0.00 0.02
C -1.194 0.091 -5.039 0.04 0.03 -0.02
C 0.151 2.208 -5.071 0.00 0.06 0.04
H -4.437 -0.006 2.151 -0.03 -0.01 -0.01
H -2.764 -0.229 1.647 0.00 -0.01 0.00
H -3.441 1.402 1.827 0.01 0.06 -0.03
H -3.296 -0.604 4.090 -0.01 0.01 -0.03
H -3.557 2.421 4.277 -0.02 -0.04 0.00
H -3.671 1.254 5.601 0.02 0.01 0.03
H -4.892 1.260 4.334 -0.06 -0.01 0.00
H -1.909 -0.499 5.855 -0.05 0.00 0.03
H 0.435 -0.611 6.545 0.02 -0.02 0.03
H 2.220 0.249 5.092 0.13 0.00 0.02
H 1.679 1.482 1.662 0.08 -0.02 0.17
H 3.694 1.366 3.973 -0.01 -0.01 0.09
H 4.022 1.764 2.308 -0.02 0.00 0.02
H 3.527 0.123 2.730 0.01 -0.18 -0.02
H 2.175 3.286 4.071 0.01 0.01 0.03
H 0.780 3.471 3.022 0.10 0.02 0.04
H 2.410 3.691 2.371 0.03 0.03 -0.02
H -1.570 5.518 1.522 -0.01 0.00 0.00
H -0.356 6.850 -0.232 -0.01 0.03 0.00
H 1.161 5.633 -1.822 0.01 0.00 -0.01
H 1.163 -1.009 -5.645 -0.05 -0.02 -0.04
H 3.524 -1.622 -5.340 0.02 -0.04 -0.04
H 4.875 -0.614 -3.575 0.06 0.01 0.02
H 3.770 2.129 -1.437 0.01 -0.07 0.02
H 6.050 0.164 -1.926 0.01 -0.05 -0.01
H 6.104 1.712 -1.106 0.02 0.01 0.02
H 5.810 1.661 -2.840 -0.01 0.02 -0.04
H 4.157 -0.747 -0.468 0.01 -0.06 -0.03
H 2.790 0.306 -0.048 0.01 0.02 -0.03
H 4.427 0.702 0.496 -0.02 -0.04 -0.05
H -0.635 1.265 -3.330 -0.03 -0.05 0.02
H -0.858 -0.103 -6.057 0.02 -0.02 -0.04
H -2.138 0.630 -5.115 -0.01 0.00 -0.01
H -1.385 -0.862 -4.556 -0.03 -0.18 0.11
H 0.604 1.937 -6.025 0.01 -0.02 -0.04
H 0.849 2.855 -4.539 0.00 0.00 -0.05
H -0.760 2.770 -5.274 -0.03 0.01 0.00
I -2.714 1.144 -1.364 0.15 0.01 -0.03
C -3.945 -0.462 -0.798 -0.03 0.00 0.02
C -5.260 -0.082 -0.867 0.08 -0.05 0.02
C -6.295 -1.000 -0.627 0.04 -0.02 0.01
C -5.964 -2.288 -0.358 0.00 0.04 -0.01
C -4.612 -2.704 -0.286 0.00 -0.02 0.02
C -4.379 -4.078 -0.050 0.06 0.02 -0.01
C -3.115 -4.574 0.010 -0.04 0.02 -0.01
C -2.046 -3.681 -0.106 -0.01 0.01 -0.01
C -2.197 -2.320 -0.297 0.00 -0.01 -0.04
P -0.527 -1.544 -0.243 0.10 0.27 0.28
C 0.168 -2.147 1.344 -0.03 -0.07 -0.04
C -0.622 -2.726 2.336 -0.02 0.03 0.00
C -0.043 -3.232 3.492 -0.02 0.00 -0.01
C 1.331 -3.189 3.661 0.02 0.03 0.01
C 2.120 -2.570 2.702 0.01 0.06 0.04
C 1.540 -2.015 1.573 0.00 -0.02 -0.04
C 0.294 -2.482 -1.591 0.02 0.07 0.00
C 1.647 -2.818 -1.574 -0.03 0.04 -0.03
C 2.188 -3.592 -2.590 0.00 0.02 -0.01
C 1.396 -4.025 -3.642 0.02 0.02 -0.02
C 0.056 -3.669 -3.683 0.00 0.02 -0.04
C -0.489 -2.906 -2.664 -0.03 0.04 -0.05
C -3.524 -1.786 -0.464 0.01 -0.01 0.01
H -5.518 0.937 -1.117 -0.01 0.05 -0.02
H -7.324 -0.678 -0.684 -0.04 0.02 0.00
H -6.731 -3.033 -0.199 -0.03 -0.03 0.00
H -5.236 -4.728 0.064 -0.04 -0.03 0.01
H -2.927 -5.627 0.164 0.01 -0.03 0.00
H -1.047 -4.092 -0.022 -0.01 0.00 0.00
H -1.692 -2.808 2.209 -0.01 0.00 0.01
H -0.670 -3.689 4.245 -0.02 -0.01 0.03
H 1.786 -3.626 4.539 0.01 -0.01 0.01
H 3.191 -2.521 2.835 0.07 0.05 0.01
H 2.168 -1.491 0.864 -0.03 -0.03 0.06
H 2.288 -2.521 -0.761 0.03 0.02 0.01
H 3.231 -3.873 -2.544 0.04 -0.01 0.00
H 1.817 -4.645 -4.421 0.01 -0.02 -0.03
H -0.573 -4.004 -4.496 -0.01 -0.01 -0.02
H -1.547 -2.681 -2.687 -0.02 0.04 -0.05
```
Forces are in eV/Å.

As for the spin multiplicity: 6. As for the calculated total energy: -84599.5536 eV. Its molecular weight is 1114.1 g mol⁻¹. The calculation puts the LUMO energy (alpha / beta) at -5.0 / -8.2 eV. The calculation puts the HOMO-LUMO gap (alpha / beta) at 7.20 / 5.17 eV. The net charge is +2. Its HOMO energy (alpha / beta) is -12.1850 / -13.3547 eV. As for the expectation value of S²: 8.7992. Its maximum force is 0.00862 Eh/bohr.